Here is a structure of composition C31H36Cl2N2O9PW from the OMol25 dataset. Energies are from wB97M-V/def2-TZVPD.

ORCA input file:
```
! wB97M-V def2-TZVPD RIJCOSX def2/J DEFGRID3
* xyz 3 1
W 0.2362 -0.0375 0.1897
O 1.7382 -0.8941 0.8969
C 2.4971 -2.0137 0.9130
C 3.5745 -2.1686 1.7840
C 4.3256 -3.3339 1.7617
C 4.0304 -4.3705 0.8773
C 2.9936 -4.2273 -0.0149
C 2.2096 -3.0546 -0.0173
C 1.2285 -2.8606 -1.0230
N 0.4890 -1.7965 -1.1259
C -0.3699 -1.7072 -2.3073
C -1.7965 -1.5482 -1.8032
N -1.7693 -0.5128 -0.7666
C -2.9462 -0.1115 -0.3686
C -3.1795 0.9892 0.4899
C -4.4899 1.3676 0.8426
C -4.7181 2.5633 1.4817
C -3.6512 3.4177 1.7625
C -2.3453 3.0543 1.4721
C -2.0931 1.8340 0.8514
O -0.8518 1.4176 0.5466
H 3.8443 -1.3632 2.4522
H 5.1668 -3.4314 2.4313
H 4.6275 -5.2668 0.8816
H 2.7811 -4.9995 -0.7389
H 1.1514 -3.6464 -1.7789
H -0.2894 -2.5887 -2.9547
H -0.0730 -0.8126 -2.8755
H -2.1510 -2.4915 -1.3683
H -2.4598 -1.2656 -2.6279
H -3.8353 -0.5865 -0.7850
H -5.3089 0.7114 0.5904
H -5.7265 2.8521 1.7306
H -3.8479 4.3754 2.2182
H -1.5197 3.7114 1.7032
Cl 0.4068 1.0498 2.9632
C 1.8813 1.9687 3.4311
Cl 3.2701 1.1787 2.7018
H 1.9589 1.9609 4.5197
H 1.7791 2.9777 3.0308
C 1.4181 -3.1992 4.7944
C 0.9158 -1.9179 4.1580
O -0.0339 -2.2953 3.1194
P -0.8264 -1.4921 1.9972
O -1.4014 -2.6753 1.1016
C -2.0326 -3.8970 1.6350
C -1.0690 -5.0569 1.5279
O -2.1197 -0.8288 2.6730
C -2.5060 -0.6819 4.0764
C -2.8693 -1.9943 4.7382
H 2.0672 -2.9572 5.6323
H 1.9748 -3.7995 4.0804
H 0.5871 -3.7904 5.1680
H 1.7370 -1.3571 3.7072
H 0.4121 -1.2945 4.8995
H -2.9207 -4.0522 1.0216
H -2.3380 -3.7081 2.6620
H -0.8523 -5.2649 0.4836
H -1.5186 -5.9421 1.9723
H -0.1431 -4.8287 2.0506
H -3.3694 -0.0154 4.0249
H -1.6950 -0.1766 4.6056
H -3.7014 -2.4705 4.2250
H -3.1734 -1.7992 5.7641
H -2.0188 -2.6710 4.7658
O 0.9382 0.7544 -1.5683
C 1.6883 1.6394 -0.9609
O 1.5749 1.5639 0.3238
C 2.5584 2.5660 -1.6068
C 2.9942 3.6872 -0.8654
C 3.8488 4.6263 -1.3966
C 4.3301 4.3921 -2.6794
O 5.1884 5.0998 -3.3869
C 5.3911 4.4198 -4.6180
O 4.5478 3.2803 -4.6167
C 3.9163 3.2578 -3.4288
C 3.0137 2.3570 -2.9378
H 2.6081 3.8153 0.1336
H 4.1446 5.5085 -0.8546
H 6.4462 4.1126 -4.6906
H 5.1392 5.0826 -5.4590
H 2.6955 1.5012 -3.5088
*
```

Summary:
- total energy (a.u.) = -3317.57593
- highest occupied orbital energy (eV) = -15.11
- energy relative to the best compared isomer or geometry (same formula, charge and spin) (kJ/mol) = 122.8

***

Here is a structure of composition C31H36F5N6O4PPtS3 from the OMol25 dataset. Energies are from wB97M-V/def2-TZVPD.

ORCA input file:
```
! wB97M-V def2-TZVPD RIJCOSX def2/J DEFGRID3
* xyz 0 1
Pt -1.1320 -0.0297 0.5523
S -3.5802 -3.2994 6.8192
N -2.2479 -2.4029 6.5376
C -2.2661 -1.9964 5.2770
C -1.2611 -1.2133 4.6257
C -0.1001 -0.7553 5.2214
C 0.8127 -0.0250 4.4632
C 0.5376 0.2413 3.1254
N -0.5585 -0.1887 2.5339
C -1.4879 -0.9014 3.2481
C -2.6504 -1.2916 2.5822
N -2.7967 -0.8763 1.2748
C -3.9126 -1.1875 0.6261
C -4.9253 -1.9454 1.1812
C -4.7916 -2.4177 2.4900
C -3.6631 -2.0802 3.2104
C -3.4307 -2.4475 4.5741
N -4.2309 -3.1832 5.3278
H 0.0769 -0.9736 6.2632
H 1.7307 0.3317 4.8993
H 1.2421 0.7962 2.5205
H -4.0027 -0.8189 -0.3895
H -5.8009 -2.1709 0.5952
H -5.5591 -3.0201 2.9463
C -2.2135 3.6029 -2.2216
N -2.3478 3.3642 -0.7987
C -3.5813 2.6998 -0.4382
C -1.3179 3.3407 0.0647
S -1.4804 2.4683 1.5291
N -0.2219 4.0819 -0.0977
C -0.1434 5.2717 -0.9136
C 0.9495 3.8192 0.7140
H -2.6521 2.7545 -2.7514
H -1.1727 3.6874 -2.5111
H -2.7500 4.5089 -2.5142
H -4.3818 3.0718 -1.0746
H -3.8263 2.9006 0.6034
H -3.4801 1.6152 -0.5648
H -1.1335 5.6270 -1.1817
H 0.4407 5.0896 -1.8184
H 0.3476 6.0532 -0.3317
H 1.1618 2.7489 0.7159
H 0.8026 4.1586 1.7414
H 1.7986 4.3406 0.2803
C 3.7064 -0.5488 -3.4004
C 3.5799 0.0522 -1.9964
C 3.3758 1.5644 -2.0608
C 4.8341 -0.2645 -1.1814
O 2.4239 -0.5722 -1.4209
P 1.8344 -0.1360 0.0214
O 2.8495 0.3992 0.9495
O 0.6249 0.7674 -0.2023
O 1.0769 -1.4933 0.4856
C 1.6404 -2.7688 0.8071
C 1.5140 -3.6663 -0.4281
C 3.0980 -2.6403 1.2314
C 0.8125 -3.3408 1.9643
H 4.5860 -0.1485 -3.8962
H 2.8268 -0.3201 -3.9966
H 3.8011 -1.6300 -3.3348
H 4.2475 2.0530 -2.4904
H 3.2160 1.9328 -1.0526
H 2.5072 1.8034 -2.6621
H 5.7020 0.2035 -1.6375
H 4.9953 -1.3391 -1.1448
H 4.7099 0.1127 -0.1717
H 2.0900 -3.2475 -1.2503
H 0.4746 -3.7381 -0.7419
H 1.8792 -4.6649 -0.1996
H 3.6849 -2.2407 0.4104
H 3.4869 -3.6164 1.5147
H 3.1848 -1.9626 2.0775
H -0.2444 -3.3273 1.7104
H 0.9592 -2.7538 2.8679
H 1.1144 -4.3665 2.1587
F 0.6032 -0.0514 -6.8681
C 0.1269 -0.1834 -5.6251
C 0.3305 0.8244 -4.6884
F 1.0202 1.9253 -5.0309
C -0.2078 0.7153 -3.4132
F -0.0302 1.7344 -2.5659
C -0.9668 -0.3921 -3.0299
S -1.9390 -0.5019 -1.6023
C -1.1170 -1.4173 -3.9782
F -1.8077 -2.5121 -3.6416
C -0.5961 -1.3171 -5.2581
F -0.8064 -2.2793 -6.1613
*
```

Summary:
- total energy (a.u.) = -3987.12267
- highest occupied orbital energy (eV) = -6.51
- energy relative to the best compared isomer or geometry (same formula, charge and spin) (kJ/mol) = 89.6